[1]
C2H4OS2 | ωB97M-V/def2-TZVPD

```
9
Properties=species:S:1:pos:R:3:forces:R:3
O 1.2150 -0.7390 -1.1759 3.4 -2.9 1.8
C 0.6705 -0.4710 0.0721 7.6 -3.7 0.0
S 1.3531 -0.8893 1.5666 -0.4 0.5 -2.2
C -0.5702 -0.0045 -0.0178 -6.0 5.4 -5.7
S -0.9998 1.8646 -0.3858 -0.2 0.0 3.7
H 2.1176 -1.4664 -1.0932 -3.9 3.5 0.1
H -1.0640 -0.3662 0.7100 -3.5 -1.3 6.2
H -1.3394 -0.3814 -0.7492 1.8 -0.1 -0.6
H -1.3830 2.4531 1.0730 1.1 -1.6 -3.2
```
Forces are in eV/Å.

Properties
Relative energy (zero: lowest compared OMol25 entry of this formula, charge and spin): 308.0 kJ/mol
Electronic energy: -950.091361 Ha


[2]
C2H4OS2 | ωB97M-V/def2-TZVPD

```
9
Properties=species:S:1:pos:R:3:forces:R:3
C -2.1335 -0.3600 0.1785 2.4 -0.4 0.1
C 1.6709 0.0850 -0.2400 -1.6 -2.6 0.8
O -3.0477 -1.0660 -0.1344 0.2 0.9 0.4
S -2.0115 1.3848 0.6153 1.7 -0.6 -0.5
S 1.0029 1.6129 0.3972 -2.3 -0.1 -0.2
H -1.0196 -0.7243 0.2494 -1.7 0.0 -0.2
H 1.0989 -0.5949 -0.9643 0.3 1.7 0.5
H 1.8341 -0.6326 0.5934 0.2 0.6 -0.3
H 2.6056 0.2951 -0.6952 0.9 0.5 -0.5
```
Forces are in eV/Å.

Properties
Relative energy (zero: lowest compared OMol25 entry of this formula, charge and spin): 296.7 kJ/mol
Electronic energy: -950.095678 Ha


[3]
C2H4OS2 | ωB97M-V/def2-TZVPD

```
9
Properties=species:S:1:pos:R:3:forces:R:3
C -0.5802 0.1770 0.0369 -0.4 0.4 0.2
C -0.4441 -0.1869 -1.2126 -1.4 0.2 -1.6
O 4.0355 0.7462 -1.1387 -1.2 0.8 -3.1
S 4.3842 -1.1562 0.8962 0.3 1.8 -0.4
S 4.5739 0.6280 0.1522 0.8 -2.6 3.5
H -1.5463 0.2751 0.4754 -0.5 0.2 0.5
H 0.2874 0.4977 0.5801 0.2 -0.2 0.5
H -1.3537 -0.2837 -1.9282 1.9 -0.3 1.3
H 0.5795 -0.2103 -1.5340 0.1 -0.2 -1.0
```
Forces are in eV/Å.

Properties
Relative energy (zero: lowest compared OMol25 entry of this formula, charge and spin): 177.5 kJ/mol
Electronic energy: -950.141072 Ha


[4]
C2H4OS2 | ωB97M-V/def2-TZVPD

```
9
Properties=species:S:1:pos:R:3:forces:R:3
C 1.7411 -0.3119 -0.4552 -2.0 1.5 0.1
C -2.1748 0.3496 0.3046 -1.4 -0.8 -2.3
O 4.0774 -0.9611 0.0081 0.4 0.5 0.3
S 2.9626 -0.1639 0.5614 -0.5 -0.9 -0.7
S -0.5866 1.1265 0.5031 1.9 -0.4 -0.4
H 1.7076 -0.5470 -1.5387 -0.1 -0.1 1.0
H -2.8646 0.4955 1.1352 0.7 -0.4 0.7
H -2.0327 -0.7265 0.0294 -0.2 0.7 0.7
H -2.8301 0.7389 -0.5478 1.4 -0.1 0.6
```
Forces are in eV/Å.

Properties
Relative energy (zero: lowest compared OMol25 entry of this formula, charge and spin): 515.5 kJ/mol
Electronic energy: -950.012355 Ha


[5]
C2H4OS2 | ωB97M-V/def2-TZVPD

```
9
Properties=species:S:1:pos:R:3:forces:R:3
C -1.9434 -0.6862 0.0086 -0.6 -0.1 0.0
C -0.8566 0.0129 -0.0994 3.5 -2.2 0.9
O 2.0988 -0.1744 -0.5661 0.5 0.3 -0.5
S 3.0381 1.0224 0.1761 -0.5 -0.4 0.1
S 1.0712 -1.1552 0.2578 -2.9 2.0 -0.3
H -2.9211 -0.2304 -0.0834 -0.1 0.1 -0.1
H -1.9307 -1.7476 0.1884 0.1 -0.2 0.1
H -0.6094 1.0377 -0.2538 0.0 0.4 -0.1
H 2.0531 1.9208 0.3718 0.1 0.0 0.0
```
Forces are in eV/Å.

Properties
Relative energy (zero: lowest compared OMol25 entry of this formula, charge and spin): 339.0 kJ/mol
Electronic energy: -950.079582 Ha


[6]
C2H4OS2 | ωB97M-V/def2-TZVPD

```
9
Properties=species:S:1:pos:R:3:forces:R:3
C 1.5660 -0.4887 -0.1368 -2.1 5.7 -0.1
C -0.5280 0.2273 -0.3141 4.2 -1.2 -2.7
O 4.0794 0.0616 0.0686 1.8 -0.4 0.0
S -0.7509 1.8825 -0.0555 -0.6 1.1 2.4
S 2.7523 0.6153 -0.0632 -2.9 -0.9 0.1
H 1.5877 -1.4833 -0.2737 0.4 -3.5 -0.2
H -0.8046 -0.4355 0.4469 -0.8 -1.0 0.4
H -0.5613 -0.0221 -1.4394 -0.4 0.0 2.2
H -0.9656 1.8174 1.3721 0.4 0.2 -2.1
```
Forces are in eV/Å.

Properties
Relative energy (zero: lowest compared OMol25 entry of this formula, charge and spin): 396.2 kJ/mol
Electronic energy: -950.057795 Ha


[7]
C2H4OS2 | ωB97M-V/def2-TZVPD

```
9
Properties=species:S:1:pos:R:3:forces:R:3
C -1.0061 -0.2219 -2.6298 0.4 0.0 0.0
C -0.1662 0.6101 0.7587 -1.2 0.6 0.5
O -2.1167 -0.2282 -2.4779 -0.4 0.0 0.0
S 1.8471 -1.2493 1.2824 5.1 -1.1 0.5
S -0.2021 -1.2164 0.8861 -4.8 1.6 -0.4
H 2.2986 -1.0037 0.0245 -0.2 0.6 0.5
H 0.0520 0.9951 -0.1909 1.4 0.0 -1.7
H 0.3849 1.1320 1.5284 0.8 -0.5 0.1
H -1.0915 1.1822 0.8184 -1.1 -1.1 0.5
```
Forces are in eV/Å.

Properties
<S²>: 2.0091
Relative energy (zero: lowest compared OMol25 entry of this formula, charge and spin): 148.7 kJ/mol
Electronic energy: -950.048269 Ha
2S+1: 3


[8]
C2H4OS2 | ωB97M-V/def2-TZVPD

```
9
Properties=species:S:1:pos:R:3:forces:R:3
C -0.0807 -0.1683 -0.9204 0.6 -2.4 1.0
C 0.3340 0.1807 0.2856 -1.1 0.2 0.1
O 3.3882 -0.8960 1.7346 -1.1 3.2 -3.9
S 3.6951 -0.1542 -1.2410 0.1 -0.3 0.5
S 2.9013 0.3675 0.4528 2.1 -2.7 3.3
H -0.1253 -1.2176 -1.1868 0.0 0.0 -0.4
H -0.3009 0.5640 -1.6331 -0.5 0.9 -1.0
H 0.2166 1.2032 0.4293 0.3 2.0 0.6
H 0.6013 -0.3180 1.2056 -0.3 -0.9 -0.4
```
Forces are in eV/Å.

Properties
<S²>: 2.0494
Relative energy (zero: lowest compared OMol25 entry of this formula, charge and spin): 246.4 kJ/mol
Electronic energy: -950.011060 Ha
2S+1: 3


[9]
C2H4OS2 | ωB97M-V/def2-TZVPD

```
9
Properties=species:S:1:pos:R:3:forces:R:3
C 0.7638 0.5565 -0.2757 7.7 5.0 1.7
C -0.3197 -0.1204 -0.5985 -9.2 -6.4 -6.3
O -2.0352 -1.8868 0.2106 -0.2 2.1 0.2
S -3.0987 0.8820 -0.2078 -0.5 0.0 -0.3
S -1.7954 -0.4302 0.2619 2.4 -0.4 1.6
H 1.4499 0.9185 -1.1311 -1.2 -0.1 2.0
H 1.0145 0.6329 0.8194 0.4 -0.2 -1.4
H -0.6373 -0.5215 -1.8955 1.3 1.1 4.3
H -1.3261 0.0335 1.6074 -0.7 -1.0 -1.9
```
Forces are in eV/Å.

Properties
<S²>: 2.0118
Relative energy (zero: lowest compared OMol25 entry of this formula, charge and spin): 468.9 kJ/mol
Electronic energy: -949.926323 Ha
2S+1: 3


[10]
C2H4OS3 | ωB97M-V/def2-TZVPD

```
10
Properties=species:S:1:pos:R:3:forces:R:3
C 0.9609 -1.1383 -0.1231 1.9 0.3 2.2
C -0.2454 -0.3876 -0.2607 -2.1 1.2 0.1
O -2.6832 -1.8059 2.1011 0.1 -0.5 -0.4
S 2.0141 -1.0404 1.0995 -0.2 0.3 0.6
S -2.1065 0.2927 3.9622 -1.2 -0.9 -0.9
S -3.3091 -0.7855 2.9036 1.1 1.4 1.3
H 1.3869 -1.7779 -0.8010 -0.1 -1.5 -2.5
H -1.1554 -0.9985 -0.3511 0.4 -0.2 -1.0
H -0.1323 0.3852 -1.0843 -0.5 -0.9 1.0
H -0.5082 0.0263 0.7198 0.6 0.8 -0.3
```
Forces are in eV/Å.

Properties
Relative energy (zero: lowest compared OMol25 entry of this formula, charge and spin): 204.2 kJ/mol
Electronic energy: -1348.330586 Ha


[11]
C2H4OS3 | ωB97M-V/def2-TZVPD

```
10
Properties=species:S:1:pos:R:3:forces:R:3
C 0.1407 -0.3824 -0.0218 -0.2 0.2 0.8
C -0.7659 0.3259 0.9754 -0.9 1.0 1.0
O -0.1323 1.3364 -2.1403 -0.5 1.4 -0.7
S 1.6363 -1.1313 0.6389 0.1 0.0 1.1
S -0.5876 -1.4398 -1.2055 -0.5 -0.5 -1.3
S 0.6648 0.2310 -1.6941 -1.3 -1.0 1.0
H -0.2469 1.2617 1.5035 -1.1 -2.2 -1.1
H -1.1175 -0.4671 1.7551 0.9 1.5 -1.1
H -1.7503 0.6573 0.4930 1.6 -0.2 0.4
H 2.1587 -0.3917 -0.3042 1.9 -0.1 -0.1
```
Forces are in eV/Å.

Properties
Relative energy (zero: lowest compared OMol25 entry of this formula, charge and spin): 204.1 kJ/mol
Electronic energy: -1348.330627 Ha


[12]
C2H4OSc | ωB97M-V/def2-TZVPD

```
8
Properties=species:S:1:pos:R:3:forces:R:3
C 0.2538 -0.7455 0.1331 1.9 0.3 -1.6
C -0.9545 -0.0237 0.4355 -3.6 0.3 0.9
O -2.1022 -0.3150 0.0762 2.7 0.6 0.2
Sc 1.6485 0.5928 -0.9777 -0.8 -0.2 0.4
H 0.0957 -1.5488 -0.6021 0.0 -0.2 0.3
H 0.8255 -1.0548 1.0206 -0.2 0.0 -0.1
H 1.0533 2.2610 -1.2250 0.1 -0.6 0.2
H -0.8200 0.8340 1.1394 -0.1 -0.2 -0.2
```
Forces are in eV/Å.

Properties
Relative energy (zero: lowest compared OMol25 entry of this formula, charge and spin): 0.0 kJ/mol
Electronic energy: -914.157282 Ha
Net charge: +1


Copy entry 11 word for word.
C2H4OS3 | ωB97M-V/def2-TZVPD

```
10
Properties=species:S:1:pos:R:3:forces:R:3
C 0.1407 -0.3824 -0.0218 -0.2 0.2 0.8
C -0.7659 0.3259 0.9754 -0.9 1.0 1.0
O -0.1323 1.3364 -2.1403 -0.5 1.4 -0.7
S 1.6363 -1.1313 0.6389 0.1 0.0 1.1
S -0.5876 -1.4398 -1.2055 -0.5 -0.5 -1.3
S 0.6648 0.2310 -1.6941 -1.3 -1.0 1.0
H -0.2469 1.2617 1.5035 -1.1 -2.2 -1.1
H -1.1175 -0.4671 1.7551 0.9 1.5 -1.1
H -1.7503 0.6573 0.4930 1.6 -0.2 0.4
H 2.1587 -0.3917 -0.3042 1.9 -0.1 -0.1
```
Forces are in eV/Å.

Properties
Relative energy (zero: lowest compared OMol25 entry of this formula, charge and spin): 204.1 kJ/mol
Electronic energy: -1348.330627 Ha